# 1
The following is a quantum chemistry calculation of a molecular structure, C4H12NOS in a non-equilibrium geometry, from OMol25.

Geometry as XYZ:
```
19
Properties=species:S:1:pos:R:3:mulliken_charge:R:1
C 1.40296 0.94056 -0.11695 -0.467
C 1.39457 0.08238 1.10491 -0.769
S -0.23425 0.37187 2.02382 -0.678
C 0.98911 0.07732 -1.41247 -0.441
N -0.04851 0.66774 -2.22548 -0.493
C -1.26690 -0.20168 -2.36045 -0.589
H 0.68197 1.77004 -0.18056 0.326
H 2.38325 1.38060 -0.39530 0.262
H 2.18949 0.42392 1.78094 0.256
H 1.44996 -0.99463 1.09871 0.342
H 1.81190 -0.29967 -2.03984 0.322
H 0.64640 -0.85560 -0.95120 0.259
H -0.41851 1.55269 -1.92387 0.300
H -1.32205 -0.75535 -1.40670 0.164
H -1.23624 -0.82026 -3.29187 0.187
H -2.16165 0.43609 -2.37292 0.292
H -1.06923 -2.39551 1.43811 0.247
H -1.26081 -0.73755 1.10237 0.230
O -1.54899 -1.79769 0.86283 -0.749
```

## Properties
Energy above the lowest of the compared OMol25 structures with the same formula, charge and spin in kcal/mol: 38.46
E_HOMO in eV: -2.99
F_max in eV/Å: 4.04
Net charge: -1


# 2
The following is a quantum chemistry calculation of 4 unconnected molecules or ions with the total composition C29H56IN6O13S in a non-equilibrium geometry, from OMol25.

Geometry as XYZ:
```
106
Properties=species:S:1:pos:R:3:mulliken_charge:R:1
N -7.35784 -2.65342 0.47973 -0.680
C -6.49319 -1.98966 -0.27934 0.356
N -6.32243 -0.52456 0.04746 -0.632
N -5.77257 -2.63808 -1.40224 -0.257
C -4.80805 -1.69235 -2.05106 -0.546
C -4.19888 -2.27058 -3.43310 -0.544
C -2.98731 -3.25427 -3.04727 -0.665
C -1.57067 -2.87895 -3.77856 -1.093
C -0.66279 -2.18783 -2.66567 0.239
C 0.17638 -3.16799 -1.75320 -0.163
N 0.07966 -4.64420 -2.00792 -0.492
C 1.12417 -2.63325 -0.61974 0.552
C 1.91518 -3.73295 0.21521 -0.947
C 1.89902 -3.50529 1.81518 0.413
C 2.54131 -4.87010 2.45416 -0.863
C 4.01408 -4.48448 3.04851 -0.634
S 3.90780 -3.51106 4.62905 1.146
O 2.57879 -2.80624 4.80486 -0.576
O 4.10673 -4.40259 5.81762 -0.584
O 5.06130 -2.26148 4.54048 -0.471
C 1.19604 -1.09069 -0.44496 0.599
C 2.18905 -0.46774 0.66892 -0.972
C 3.72981 -0.89623 0.45875 -0.106
C 4.54738 0.16744 -0.48222 -0.077
C 5.92134 0.49110 0.28995 -0.690
N 5.69748 1.65953 1.20999 -0.563
C 0.29188 -0.19058 -1.36657 0.315
C 0.25883 1.42148 -1.22996 -1.057
C 1.12253 2.15229 -2.40021 -0.306
O 0.23155 3.14099 -3.00543 -0.473
N -0.57571 -0.75843 -2.40734 -0.381
I -1.75575 0.46558 -3.62491 0.239
H -7.74436 -2.00808 1.20155 0.230
H -7.25140 -0.09198 -0.13076 0.282
H -6.18826 -0.42572 1.07434 0.282
H -6.47818 -2.99075 -2.06434 0.316
H -5.29078 -0.68618 -2.29299 0.368
H -3.92634 -1.58770 -1.30858 0.193
H -5.03924 -2.92238 -3.89191 0.359
H -3.94571 -1.46984 -4.20189 0.271
H -3.27377 -4.32750 -3.37411 0.335
H -2.77651 -3.32586 -1.92265 0.469
H -1.70488 -2.27932 -4.73844 0.520
H -1.13790 -3.89924 -4.10925 0.235
H -0.94606 -4.83291 -2.01112 0.356
H 0.40465 -4.77249 -2.99071 0.371
H 2.99594 -3.79107 -0.19983 0.331
H 1.49436 -4.79907 0.05659 0.522
H 2.60122 -2.66615 2.15782 -0.281
H 0.84515 -3.43558 2.24293 0.258
H 1.93763 -5.27128 3.33492 0.358
H 2.68295 -5.68974 1.65829 0.399
H 4.46232 -3.75938 2.26279 0.281
H 4.72721 -5.37407 3.09212 0.385
H 5.77231 -2.53540 3.91226 0.361
H 1.75563 -0.82326 1.68178 0.506
H 2.16978 0.67124 0.70682 0.097
H 3.87511 -1.91198 -0.03619 -0.133
H 4.22324 -0.89330 1.50362 0.270
H 4.84217 -0.39967 -1.44889 0.277
H 3.91462 1.08009 -0.74104 -0.045
H 6.26663 -0.37739 0.96950 0.260
H 6.79600 0.66967 -0.43858 0.334
H 4.86739 1.40843 1.77406 0.260
H 5.47674 2.46733 0.61192 0.246
H 0.74434 1.77469 -0.24213 0.269
H -0.82359 1.82501 -1.17367 0.515
H 2.03487 2.71116 -2.00322 0.349
H 1.47061 1.35973 -3.17085 0.202
H 0.75675 3.83740 -3.46428 0.317
C 4.66139 2.90426 -6.47388 -0.580
O 5.06795 4.26314 -6.61888 -0.301
C 4.33511 5.13715 -5.90943 0.799
O 3.40118 4.86346 -5.19239 -0.529
O 4.82112 6.36714 -6.13624 -0.317
C 4.13376 7.40694 -5.44127 -0.610
H 5.32114 2.29157 -7.08910 0.227
H 4.75931 2.58139 -5.43470 0.247
H 3.63612 2.76889 -6.82600 0.274
H 4.21043 7.26482 -4.36096 0.283
H 3.08756 7.45210 -5.75195 0.285
H 4.61131 8.35252 -5.69945 0.222
C 4.81522 5.46810 3.00267 -0.570
O 3.50058 6.00998 3.11481 -0.321
C 2.51805 5.13935 2.82924 0.800
O 2.66225 3.98355 2.49926 -0.542
O 1.34449 5.77673 2.97429 -0.324
C 0.20142 4.96912 2.70202 -0.506
H 5.52553 6.25578 3.25553 0.227
H 4.95206 4.64219 3.70414 0.290
H 5.01116 5.14223 1.97857 0.243
H 0.15374 4.12321 3.39159 0.287
H 0.21184 4.62313 1.66557 0.180
H -0.68547 5.58580 2.85080 0.231
C -7.40753 -1.97218 4.75203 -0.694
O -8.24541 -0.88822 4.35293 -0.289
C -9.41241 -0.81914 5.01872 0.757
O -9.77865 -1.57301 5.88537 -0.523
O -10.09771 0.23657 4.54845 -0.307
C -11.36750 0.43360 5.16955 -0.623
H -6.49773 -1.93027 4.15149 0.192
H -7.13071 -1.87892 5.80444 0.351
H -7.90004 -2.92903 4.56521 0.330
H -11.24850 0.62312 6.23856 0.292
H -12.01738 -0.42767 4.99984 0.292
H -11.82946 1.30968 4.71316 0.220
```

## Properties
E_HOMO in eV: -11.27
F_max in eV/Å: 5.83
Net charge: +1


# 3
The following is a quantum chemistry calculation of 2 unconnected molecules or ions with the total composition C3HClF3OS in a non-equilibrium geometry, from OMol25.

Geometry as XYZ:
```
10
Properties=species:S:1:pos:R:3:mulliken_charge:R:1
C 2.85252 0.69215 -0.22365 0.618
C 0.59484 -0.82094 0.93919 -0.825
C -0.63957 -0.00368 0.78255 0.775
O 3.03656 -0.27058 -0.84700 -0.311
F -0.52559 1.23699 1.11762 -0.228
F -0.88502 0.03160 -0.60985 -0.307
F -1.90155 -0.37715 1.26259 -0.322
S 2.67931 2.09710 0.43629 -0.321
Cl 1.22411 -0.56538 2.65791 -0.302
H 0.09457 -1.84420 0.93887 0.223
```

## Properties
Energy above the lowest of the compared OMol25 structures with the same formula, charge and spin in kcal/mol: 15.15
E_HOMO in eV: -3.18
F_max in eV/Å: 2.72
Net charge: -1